Computed, not measured: C7H14Si as an isolated structure, with ωB97M-V/def2-TZVPD.

Computed properties:
2S+1	1
molar mass	126.27	g mol⁻¹
ΔE to the lowest compared entry with this formula, charge and spin	2.3713	eV
LUMO level (spin up / spin down)	0.410 / 0.461	eV
orbital gap (spin up / spin down)	7.6 / 6.9	eV

Element x y z (Å)
C  0.0601  -2.2151  2.3676
C  -0.7554  -1.1261  2.4042
C  1.2710  -1.3697  2.0386
C  0.2826  -0.2118  2.0802
C  -0.8874  2.4900  -0.9947
C  -1.3878  -0.5150  -1.8029
C  1.5482  0.6055  -1.7546
Si  -0.1932  0.7224  -0.9988
H  -0.0618  -3.2715  2.5088
H  -1.8100  -0.9924  2.5828
H  2.0538  -1.3479  2.7983
H  1.7200  -1.5651  1.0630
H  0.4443  0.8090  2.3703
H  -1.8928  2.5143  -0.5854
H  -0.2722  3.1616  -0.4050
H  -0.9324  2.8881  -2.0080
H  -1.7552  -0.1417  -2.7603
H  -0.8977  -1.4673  -1.9852
H  -2.2516  -0.7058  -1.1732
H  2.2884  1.1128  -1.1436
H  1.8565  -0.4300  -1.8555
H  1.5727  1.0559  -2.7464

Atoms 1-2, force components in eV/Å:
0.0077 0.1387 0.0841
-0.4137 -0.1868 -0.0548



Computed, not measured: a single C3H6N2O molecule in a non-equilibrium geometry, with ωB97M-V/def2-TZVPD.

Computed properties:
SMILES string	C=CNC(N)=O
2S+1	1
molar mass	86.09	g mol⁻¹
ΔE to the lowest compared entry with this formula, charge and spin	1.6940	eV
LUMO level	0.740	eV
orbital gap	10.1	eV

Element x y z (Å)
C  -1.1983  1.2064  0.3804
C  -0.8911  0.3537  -0.6180
N  -0.5125  -0.9548  -0.4496
C  0.9869  -1.2067  -0.1831
N  1.5374  -0.0933  0.3033
O  1.4565  -2.2932  -0.3647
H  -1.6464  0.8284  1.2906
H  -1.5432  2.2022  0.1505
H  -0.4892  0.7806  -1.5396
H  -1.0938  -1.5129  0.1646
H  0.8525  0.7615  0.4829
H  2.5412  -0.0719  0.3826

Atoms 1-2, force components in eV/Å:
-2.2708 -0.4021 -0.6509
1.7406 1.6047 0.5584



Computed, not measured: C22H30As2ClN2Pt as an isolated structure, with ωB97M-V/def2-TZVPD.

Computed properties:
2S+1	1
molar mass	702.87	g mol⁻¹
ΔE to the lowest compared entry with this formula, charge and spin	0.8964	eV
total charge	+1
LUMO level	-3.086	eV
orbital gap	7.2	eV

Element x y z (Å)
Pt  0.7499  0.3333  -0.3962
C  1.3574  -0.5269  3.3907
As  0.2111  0.1640  1.9798
C  -0.4892  1.7739  2.8149
C  -1.3074  -1.0637  2.1063
C  -1.9660  -1.2420  3.3193
C  -3.0262  -2.1290  3.4227
C  -3.4348  -2.8529  2.3111
C  -2.7815  -2.6851  1.1001
C  -1.7220  -1.7905  0.9893
As  -0.7826  -1.5503  -0.6970
C  0.1567  -3.2380  -0.8593
C  -2.1786  -1.7990  -2.0317
H  1.6215  -1.5571  3.1578
H  0.8428  -0.4942  4.3499
H  2.2624  0.0768  3.4513
H  -1.1969  1.5255  3.6039
H  -0.9794  2.3877  2.0614
H  0.3427  2.3346  3.2403
H  -1.6555  -0.6908  4.1997
H  -3.5320  -2.2566  4.3704
H  -4.2606  -3.5472  2.3885
H  -3.1096  -3.2570  0.2397
H  -0.5586  -4.0464  -0.7106
H  0.9343  -3.2921  -0.0998
H  0.6106  -3.3238  -1.8449
H  -2.4509  -2.8511  -2.0971
H  -1.8026  -1.4654  -2.9976
H  -3.0602  -1.2220  -1.7675
C  0.2535  5.5251  -2.5962
C  -0.3022  4.2441  -2.0817
C  -1.5891  3.8462  -1.8092
C  -1.4928  2.5352  -1.3161
N  -0.2201  2.1412  -1.2959
N  0.4816  3.1992  -1.7612
C  -2.6070  1.6897  -0.8180
H  -0.5529  6.1517  -2.9694
H  0.9541  5.3555  -3.4140
H  0.7715  6.0754  -1.8101
H  -2.4854  4.4274  -1.9384
H  1.4835  3.1572  -1.8009
H  -3.5555  2.0431  -1.2182
H  -2.6715  1.7174  0.2724
H  -2.4668  0.6595  -1.1173
Cl  3.9016  -4.4511  -1.7012
C  3.5704  -2.7928  -1.3420
C  3.1610  -1.9482  -2.3538
C  2.8802  -0.6187  -2.0521
C  3.0008  -0.1402  -0.7367
C  2.6093  1.2434  -0.4102
C  3.4082  -1.0416  0.2766
C  3.7074  -2.3474  -0.0226
H  3.0792  -2.3188  -3.3658
H  2.6092  0.0697  -2.8430
H  2.6923  1.8902  -1.2810
H  3.0471  1.6907  0.4748
H  3.5027  -0.6803  1.2930
H  4.0347  -3.0374  0.7425

Atoms 1-2, force components in eV/Å:
-0.2201 -0.1175 0.0118
0.0461 0.0070 -0.0656



- Which formula does entry 2 have?
  C3H6N2O



- What is the molar mass in the third record?
  702.87 g mol⁻¹



- 2S+1 of number 1 (C7H14Si)?
  1



- Among the records above, which one has the highest ΔE to the lowest compared entry with this formula, charge and spin?
  C7H14Si